Record 1
A cluster of 2 separate species, C2H4BrP in total at a distorted geometry. Source: the OMol25 dataset; level of theory: ωB97M-V with the def2-TZVPD basis set.

* Kohn-Sham gap (alpha / beta): 8.1 / 8.6 eV
* E: -81464.6039 eV
* HOMO level (alpha / beta): -8.80 / -9.57 eV

CARTESIAN COORDINATES (ANGSTROEM)
1 C -0.21 -0.15 0.72
2 C 0.65 -0.04 -0.45
3 P -0.19 1.52 -0.17
4 Br 2.49 -0.30 -0.16
5 H -1.22 -0.59 0.64
6 H 0.09 -0.14 1.67
7 H -0.14 -1.62 -1.49
8 H -1.46 1.31 -0.75

Record 2
The molecule C2H4BrP at a distorted geometry. Source: the OMol25 dataset; level of theory: ωB97M-V with the def2-TZVPD basis set.

* expectation value of S²: 2.02
* 2S+1: 3
* Kohn-Sham gap (alpha / beta): 7.6 / 6.9 eV
* E: -81466.3352 eV
* HOMO level (alpha / beta): -6.71 / -10.11 eV

CARTESIAN COORDINATES (ANGSTROEM)
1 C 0.82 0.35 -1.19
2 C -0.09 0.58 -0.26
3 P -0.16 -0.27 1.44
4 Br -0.65 -2.58 1.89
5 H 1.52 -0.46 -1.11
6 H 0.89 0.97 -2.07
7 H -0.81 1.39 -0.32
8 H -1.52 0.03 1.62

Record 3
The molecule C2H4Cl2 at a distorted geometry. Source: the OMol25 dataset; level of theory: ωB97M-V with the def2-TZVPD basis set.

* Kohn-Sham gap: 11.8 eV
* E: -27183.7528 eV
* structure (SMILES): ClCCCl
* HOMO level: -10.81 eV

CARTESIAN COORDINATES (ANGSTROEM)
1 Cl -0.38 -0.87 1.90
2 C 0.52 -0.05 0.64
3 C -0.45 -0.01 -0.62
4 Cl 0.25 1.09 -1.83
5 H 1.46 -0.51 0.33
6 H 0.73 0.97 0.95
7 H -1.43 0.37 -0.34
8 H -0.70 -0.99 -1.03

Record 4
A structure of composition C2H4Cl2K at a distorted geometry. Source: the OMol25 dataset; level of theory: ωB97M-V with the def2-TZVPD basis set.

* net charge: +1
* Kohn-Sham gap: 8.6 eV
* E: -43502.8823 eV
* HOMO level: -13.42 eV

CARTESIAN COORDINATES (ANGSTROEM)
1 K 9.49 17.76 9.72
2 Cl 9.81 22.58 8.83
3 C 9.05 21.74 10.19
4 C 9.73 22.19 11.45
5 Cl 9.02 23.66 12.10
6 H 9.09 20.66 10.03
7 H 8.00 22.03 10.28
8 H 10.82 22.21 11.40
9 H 9.59 21.49 12.27

Record 5
A structure of composition C2H4Cl2N2 at a distorted geometry. Source: the OMol25 dataset; level of theory: ωB97M-V with the def2-TZVPD basis set.

* Kohn-Sham gap: 10.6 eV
* E: -30161.7539 eV
* HOMO level: -10.01 eV

CARTESIAN COORDINATES (ANGSTROEM)
1 C -0.57 0.33 -1.05
2 C 0.33 0.49 0.19
3 H -1.73 -0.99 -2.33
4 H -1.33 -1.75 -0.86
5 H -1.32 1.10 -2.58
6 H 0.78 1.44 -0.10
7 N -1.66 -0.77 -1.09
8 N -0.50 1.15 -2.01
9 Cl 1.41 -0.76 0.11
10 Cl -0.22 0.33 1.81

Record 6
The molecule C2H4Cl2N2O at a distorted geometry. Source: the OMol25 dataset; level of theory: ωB97M-V with the def2-TZVPD basis set.

* Kohn-Sham gap: 10.4 eV
* E: -32207.8548 eV
* structure (SMILES): Cl[C@H]1NCN(Cl)O1
* HOMO level: -9.88 eV

CARTESIAN COORDINATES (ANGSTROEM)
1 Cl 2.43 -1.07 0.16
2 C 0.74 -0.73 0.63
3 N 0.35 0.59 0.49
4 C -0.41 0.71 -0.75
5 N -1.12 -0.52 -0.77
6 Cl -2.53 -0.40 0.39
7 O -0.27 -1.39 -0.25
8 H 0.67 -1.04 1.77
9 H 1.07 1.32 0.86
10 H -1.02 1.55 -0.83
11 H 0.08 0.98 -1.70

Record 7
A cluster of 2 separate species, C2H4Cl2OS in total at a distorted geometry. Source: the OMol25 dataset; level of theory: ωB97M-V with the def2-TZVPD basis set.

* Kohn-Sham gap (alpha / beta): 7.9 / 7.9 eV
* E: -40063.9691 eV
* HOMO level (alpha / beta): -8.68 / -8.68 eV

CARTESIAN COORDINATES (ANGSTROEM)
1 C 0.16 -0.04 0.10
2 C 0.27 -0.25 -1.40
3 O -0.55 -2.88 -0.09
4 S -0.38 -2.71 -1.50
5 Cl 1.89 -0.08 -1.94
6 Cl -2.15 -2.33 -2.47
7 H 1.01 -0.12 0.59
8 H -0.35 -0.94 0.40
9 H -0.41 0.97 0.38
10 H -0.43 0.20 -2.01

Record 8
The molecule C2H4Cl2Si at a distorted geometry. Source: the OMol25 dataset; level of theory: ωB97M-V with the def2-TZVPD basis set.

* Kohn-Sham gap: 9.6 eV
* E: -35059.4513 eV
* structure (SMILES): [SiH3]/C(Cl)=C/Cl
* HOMO level: -9.11 eV

CARTESIAN COORDINATES (ANGSTROEM)
1 Si -0.29 -0.56 0.01
2 C 1.65 -0.41 0.03
3 Cl 2.53 -1.86 -0.12
4 C 2.32 0.83 0.16
5 Cl 3.98 0.99 0.04
6 H -0.92 0.43 -0.78
7 H -0.69 -2.03 -0.35
8 H -0.75 0.08 1.32
9 H 1.63 1.75 -0.09

Record 9
A cluster of 2 separate species, C2H4Cl4 in total at a distorted geometry. Source: the OMol25 dataset; level of theory: ωB97M-V with the def2-TZVPD basis set.

* Kohn-Sham gap: 11.6 eV
* E: -52228.0103 eV
* structure (SMILES): ClCCl.ClCCl
* HOMO level: -11.05 eV

CARTESIAN COORDINATES (ANGSTROEM)
1 Cl -0.20 -3.67 -0.40
2 C -0.03 -2.00 -0.02
3 Cl -0.71 -1.05 -1.38
4 H -0.61 -1.92 0.91
5 H 0.97 -1.83 -0.05
6 Cl 0.50 3.75 0.13
7 C 0.10 2.07 0.04
8 Cl -0.12 1.34 1.74
9 H -0.80 1.80 -0.64
10 H 0.90 1.51 -0.31

Record 10
A cluster of 2 separate species, C2H4ClF in total at a distorted geometry. Source: the OMol25 dataset; level of theory: ωB97M-V with the def2-TZVPD basis set.

* Kohn-Sham gap: 10.7 eV
* E: -17377.6119 eV
* structure (SMILES): C=CCl.F
* HOMO level: -9.85 eV

CARTESIAN COORDINATES (ANGSTROEM)
1 C -0.34 -1.20 0.36
2 C -0.30 -0.07 -0.33
3 Cl -1.72 0.86 -0.70
4 H -1.27 -1.62 0.73
5 H 0.58 -1.74 0.56
6 H 0.61 0.37 -0.71
7 F 1.56 1.63 -0.27
8 H 0.89 1.76 0.37

Record 11
The molecule C2H4ClFN2 at a distorted geometry. Source: the OMol25 dataset; level of theory: ωB97M-V with the def2-TZVPD basis set.

* Kohn-Sham gap: 9.9 eV
* E: -20356.5403 eV
* structure (SMILES): N/N=C\[C@H](F)Cl
* HOMO level: -8.96 eV

CARTESIAN COORDINATES (ANGSTROEM)
1 N 0.77 0.21 -1.59
2 N 1.14 -0.21 -0.30
3 C 0.54 -0.48 0.80
4 C -0.89 0.12 0.91
5 F -1.46 -0.20 -0.34
6 Cl -0.89 1.80 1.26
7 H 1.49 0.01 -2.29
8 H -0.27 0.29 -1.78
9 H 1.02 -1.00 1.64
10 H -1.46 -0.54 1.68

Record 12
The molecule C2H4ClFO2 at a distorted geometry. Source: the OMol25 dataset; level of theory: ωB97M-V with the def2-TZVPD basis set.

* Kohn-Sham gap: 11.6 eV
* E: -21472.9036 eV
* structure (SMILES): CO[C@](O)(F)Cl
* HOMO level: -10.99 eV

CARTESIAN COORDINATES (ANGSTROEM)
1 C -1.26 -0.73 -0.28
2 O 0.08 -0.85 0.03
3 C 0.87 0.28 0.08
4 O 0.58 1.13 1.12
5 F 0.79 0.90 -1.11
6 Cl 2.49 -0.53 0.28
7 H -1.30 -0.30 -1.38
8 H -1.66 -0.17 0.58
9 H -1.78 -1.67 -0.23
10 H 1.20 1.95 0.91